# C17H23N8OS2Sc

A molecular structure, C17H23N8OS2Sc (ωB97M-V/def2-TZVPD, OMol25).

Calculated values
total charge: +2
Kohn-Sham gap: 7.324 eV
energy above the lowest of the compared OMol25 structures with the same formula, charge and spin: 6.0 kJ/mol
spin multiplicity: 1

Atoms and positions in Å:
Sc -0.286 -0.245 0.755
S -1.101 -0.786 3.114
S 2.145 -0.282 1.048
O -0.855 5.953 3.977
N 0.349 -2.011 -0.415
N -0.868 -2.796 4.762
N 3.824 -1.852 -0.243
N 1.641 -2.380 -0.631
N -2.360 6.580 2.413
N -0.624 1.935 1.116
N 1.012 -2.411 3.513
N -2.134 -1.107 -0.163
C -0.234 -2.104 3.829
C 4.338 -4.272 -0.440
C 0.074 2.411 2.168
C -0.287 -4.067 -1.606
C -3.044 -3.058 -1.195
C -1.912 3.950 1.122
C -1.961 -2.317 -0.748
C 2.532 -1.626 -0.042
C -4.326 -2.550 -1.035
C -0.564 -2.789 -0.895
C 4.329 -2.912 -1.119
C -1.220 4.414 2.236
C -3.375 -0.638 0.004
C -0.211 3.617 2.766
C -1.593 2.711 0.602
C -4.499 -1.321 -0.421
C -1.466 5.733 2.957
H -2.120 2.325 -0.263
H -2.506 7.462 2.877
H -5.480 -0.895 -0.273
H -3.470 0.321 0.500
H -0.907 -4.870 -1.208
H -2.893 -4.015 -1.670
H 3.711 -2.928 -2.016
H 0.760 -4.334 -1.510
H 4.481 -1.235 0.205
H 1.540 -1.801 2.897
H -0.414 -3.523 5.295
H -1.819 -2.565 4.996
H -0.523 -3.960 -2.667
H -2.702 4.516 0.650
H 0.872 1.786 2.551
H 1.507 -3.143 3.999
H 4.752 -5.019 -1.116
H -5.180 -3.114 -1.386
H 4.955 -4.254 0.459
H 3.328 -4.580 -0.168
H 0.341 3.967 3.627
H 5.336 -2.622 -1.414
H -2.829 6.421 1.542